Density functional theory data (ωB97M-V/def2-TZVPD) for a cluster of 9 separate species, C44H87N2O13P in total at a distorted geometry.

Structure (ORCA input):
```
! RIJCOSX wB97M-V def2-TZVPD def2/J DEFGRID3
* xyz 0 1
C -0.40946 0.84244 1.38457
C -0.32741 1.83357 0.12473
O 0.83984 2.70366 0.11947
P 0.71854 3.85228 -1.17068
O 0.00512 5.08827 -0.58390
C 2.45535 4.43087 -1.72638
C 3.48552 4.22830 -0.51106
C 4.19994 2.79100 -0.46776
C 3.82564 1.89405 0.79551
C 3.39477 0.39527 0.65728
C 3.34205 -0.34426 -0.77812
C 2.02395 -0.68713 -1.50480
C 1.89588 -1.39878 -2.91519
C 3.31852 -1.77050 -3.48350
C 4.51941 -1.38665 -2.59643
N 4.58932 -0.71013 -1.35157
C 3.01109 -0.44009 1.92415
C 3.07134 0.16707 3.35907
C 3.52424 1.63358 3.50377
C 3.87961 2.47256 2.22415
C 4.29719 3.89771 2.78177
O 4.67652 4.94896 2.22362
N 4.21629 3.79167 4.25216
C 3.71706 2.53668 4.82611
O 3.49782 2.21960 6.03077
O -0.02282 3.22054 -2.56762
C -1.47032 3.43728 -2.58187
C -2.12756 2.00241 -3.00537
H -0.14828 1.32728 2.38563
H -1.50547 0.47894 1.47300
H 0.21223 -0.11007 1.21328
H -1.27432 2.49464 0.16366
H -0.32495 1.22725 -0.84592
H 2.32950 5.56780 -1.89364
H 2.77843 3.97026 -2.71832
H 2.92144 4.47257 0.45588
H 4.31443 5.02037 -0.65252
H 5.33471 2.97112 -0.42764
H 3.91886 2.16736 -1.40060
H 1.04542 -0.36718 -0.99273
H 0.91801 -1.64294 -3.43831
H 3.43947 -2.30020 -4.49288
H 5.54272 -1.70539 -3.02533
H 2.67040 -1.53492 1.83228
H 2.81373 -0.39883 4.31079
H 4.99691 4.24506 4.76669
H -1.91672 3.69688 -1.56395
H -1.67181 4.25002 -3.37602
H -1.28453 1.35675 -3.43996
H -2.47831 1.52271 -2.02826
H -2.96519 2.14922 -3.76439
C -7.24490 1.26944 -1.62033
C -5.81963 1.12521 -2.12786
C -5.12254 -0.07083 -1.50221
O -5.08384 2.30928 -1.82066
H -7.25973 1.42423 -0.53630
H -7.72669 2.14204 -2.07069
H -7.83808 0.38123 -1.85514
H -5.82738 1.01714 -3.21651
H -5.05975 0.03714 -0.41434
H -4.09593 -0.15234 -1.87039
H -5.65120 -1.00018 -1.73113
H -5.07315 2.41191 -0.85905
C 1.22334 -2.96057 -7.37264
C 0.04405 -3.17130 -6.43585
C -1.08455 -3.92039 -7.12654
O -0.43388 -1.90571 -5.98286
H 0.92964 -2.36338 -8.24176
H 2.02217 -2.41106 -6.86686
H 1.62368 -3.91487 -7.72434
H 0.37042 -3.73004 -5.55391
H -1.45812 -3.35636 -7.98727
H -1.92931 -4.05467 -6.44561
H -0.75327 -4.90345 -7.47089
H -0.72515 -1.40307 -6.75531
C 6.75017 -2.41008 2.33989
C 5.96415 -3.70855 2.43113
C 6.62390 -4.81368 1.62161
O 4.63833 -3.49441 1.94939
H 6.80364 -2.05800 1.30450
H 6.25823 -1.62202 2.91675
H 7.76766 -2.53723 2.71829
H 5.88408 -4.01704 3.47718
H 6.67324 -4.54472 0.56142
H 6.04213 -5.73734 1.68693
H 7.63757 -5.01294 1.97849
H 4.69812 -3.22033 1.02325
C 6.61965 1.57159 6.41781
C 7.75926 1.04602 7.27621
C 8.18681 2.07011 8.31581
O 8.87180 0.72338 6.44322
H 6.92348 2.47182 5.87230
H 6.32931 0.82981 5.66845
H 5.74583 1.81183 7.02751
H 7.44845 0.12380 7.77477
H 8.54558 2.98681 7.83641
H 9.01356 1.68372 8.91800
H 7.35870 2.32593 8.98187
H 9.15442 1.53291 5.99747
C -6.06686 -1.35992 2.76598
C -4.64325 -1.49878 2.24986
C -3.94384 -2.69518 2.87605
O -3.91410 -0.30955 2.54481
H -6.07574 -1.20346 3.84946
H -6.55499 -0.49051 2.31697
H -6.65846 -2.25009 2.53712
H -4.65418 -1.60783 1.16181
H -3.88036 -2.58529 3.96347
H -2.91805 -2.77729 2.50618
H -4.47272 -3.62474 2.64962
H -3.89572 -0.19989 3.50503
C -6.95718 -2.36406 -4.38484
C -8.11282 -2.57210 -3.41814
C -9.24078 -3.35994 -4.06550
O -8.60566 -1.30417 -2.98796
H -7.28029 -1.79539 -5.26285
H -6.15872 -1.78684 -3.91058
H -6.54597 -3.31967 -4.72013
H -7.75787 -3.10123 -2.52927
H -9.64267 -2.82569 -4.93249
H -10.06867 -3.49210 -3.36381
H -8.89778 -4.34536 -4.39127
H -8.92235 -0.82753 -3.76738
C -2.87931 5.95651 1.01074
C -4.25485 5.57886 0.48442
C -4.76405 6.60249 -0.51790
O -5.17195 5.48556 1.57410
H -2.91020 6.92111 1.52839
H -2.53058 5.21852 1.73826
H -2.14982 6.01887 0.19943
H -4.20978 4.59291 0.01224
H -4.86056 7.58918 -0.05324
H -5.75792 6.32446 -0.87956
H -4.09038 6.68474 -1.37478
H -5.21878 6.35255 1.99813
C 0.63070 -6.16313 1.56270
C 0.45871 -4.77264 0.97169
C 1.34773 -4.57732 -0.24033
O 0.78655 -3.78741 1.93976
H 1.66338 -6.32349 1.88877
H -0.00249 -6.28603 2.44558
H 0.37040 -6.93640 0.83519
H -0.58895 -4.61987 0.69733
H 2.40479 -4.68296 0.02538
H 1.23171 -3.57048 -0.65129
H 1.11086 -5.30386 -1.02228
H 1.71541 -3.91530 2.18120
*
```

The LUMO energy is -0.845 eV. For the molar mass, the calculation gives 883.155 u. The SMILES is CCOP(=O)(CCCc1c(-c2ccccn2)ccc2c1C(=O)NC2=O)OCC.CC(C)O.CC(C)O.CC(C)O.CC(C)O.CC(C)O.CC(C)O.CC(C)O.CC(C)O.

---

Density functional theory data (ωB97M-V/def2-TZVPD) for a structure of composition C5H10N2O.

Structure (ORCA input):
```
! RIJCOSX wB97M-V def2-TZVPD def2/J DEFGRID3
* xyz 0 1
C -2.09900 0.71779 -0.31217
C 0.35177 -1.53945 1.05276
C 0.11238 -0.50323 -0.03458
C 1.12364 0.62474 -0.12545
N 2.49635 0.57586 -0.27926
C 0.18437 1.50825 0.23049
O -0.16772 -1.07666 -1.27317
N -0.86533 0.54894 0.42139
H -0.89634 -1.69986 -1.16779
H 2.79328 -0.13295 -0.93610
H 2.90767 1.47754 -0.47758
H 0.11585 2.56187 0.41482
H -1.95504 0.72023 -1.40150
H -2.78496 -0.08742 -0.04364
H -2.54183 1.66686 -0.01437
H 0.57718 -1.03533 1.98657
H -0.53958 -2.15043 1.18598
H 1.18730 -2.17677 0.77361
*
```

The LUMO energy is 0.913 eV. For the molar mass, the calculation gives 114.148 u. The energy above the lowest of the compared OMol25 structures with the same formula, charge and spin comes out at 2.136 eV.

---

Density functional theory data (ωB97M-V/def2-TZVPD) for a structure of composition C18H26N3O2PdSTe.

Structure (ORCA input):
```
! RIJCOSX wB97M-V def2-TZVPD def2/J DEFGRID3
* xyz -1 1
Pd 0.79224 0.40341 0.55879
O -0.76130 4.09353 1.23886
C -0.57932 3.09147 0.55889
O -0.53286 1.89360 1.04448
C -0.55506 3.24595 -0.94790
C -1.54629 4.06108 -1.49363
C -1.65038 4.26312 -2.85867
C -0.72592 3.65766 -3.70246
C 0.27383 2.86266 -3.17350
C 0.37778 2.63746 -1.79444
S 1.71965 1.65040 -1.22560
H -2.23159 4.54318 -0.80809
H -2.43697 4.88980 -3.26090
H -0.78398 3.80535 -4.77487
H 0.99928 2.39117 -3.82559
N 1.11056 -2.62421 -1.48152
N 1.01152 -1.78635 -2.64313
H 1.04659 -3.58580 -1.78686
H 0.35766 -2.44422 -0.81954
H 0.03760 -1.64204 -2.88999
H 1.36489 -0.86792 -2.37886
C -2.02204 -0.57531 -0.96790
N -2.80847 -1.06498 0.14400
C -2.84136 -2.50598 0.20203
C -2.48592 -0.42792 1.42497
C -1.34949 -1.00929 2.26751
C -1.76594 -1.82373 3.32533
C -0.88927 -2.36109 4.25370
C 0.45473 -2.05467 4.13656
C 0.88019 -1.25925 3.08090
C 0.02697 -0.73054 2.10263
H -2.39998 -1.00850 -1.89978
H -0.94993 -0.81551 -0.88303
H -2.09853 0.50939 -1.03614
H -3.24349 -2.89968 -0.73513
H -3.49014 -2.83227 1.01781
H -1.85173 -2.96514 0.37173
H -3.38787 -0.48845 2.04271
H -2.28955 0.62206 1.22830
H -2.82818 -2.02328 3.43277
H -1.25593 -2.98225 5.06229
H 1.17517 -2.42234 4.85892
H 1.94233 -1.03169 3.05308
C 3.91319 -0.88523 -1.38693
Te 2.87563 -1.09813 0.45299
C 4.13875 0.35927 1.37216
H 4.95395 -1.14066 -1.19400
H 3.82194 0.13980 -1.73820
H 3.48850 -1.57806 -2.10783
H 5.15125 -0.03126 1.45963
H 3.73460 0.58311 2.35731
H 4.11266 1.26228 0.76613
*
```

The LUMO energy is 2.233 eV. For the molar mass, the calculation gives 582.512 u. The energy above the lowest of the compared OMol25 structures with the same formula, charge and spin comes out at 0.000 eV.

---

Copy entry 3 word for word.
Density functional theory data (ωB97M-V/def2-TZVPD) for a structure of composition C18H26N3O2PdSTe.

Structure (ORCA input):
```
! RIJCOSX wB97M-V def2-TZVPD def2/J DEFGRID3
* xyz -1 1
Pd 0.79224 0.40341 0.55879
O -0.76130 4.09353 1.23886
C -0.57932 3.09147 0.55889
O -0.53286 1.89360 1.04448
C -0.55506 3.24595 -0.94790
C -1.54629 4.06108 -1.49363
C -1.65038 4.26312 -2.85867
C -0.72592 3.65766 -3.70246
C 0.27383 2.86266 -3.17350
C 0.37778 2.63746 -1.79444
S 1.71965 1.65040 -1.22560
H -2.23159 4.54318 -0.80809
H -2.43697 4.88980 -3.26090
H -0.78398 3.80535 -4.77487
H 0.99928 2.39117 -3.82559
N 1.11056 -2.62421 -1.48152
N 1.01152 -1.78635 -2.64313
H 1.04659 -3.58580 -1.78686
H 0.35766 -2.44422 -0.81954
H 0.03760 -1.64204 -2.88999
H 1.36489 -0.86792 -2.37886
C -2.02204 -0.57531 -0.96790
N -2.80847 -1.06498 0.14400
C -2.84136 -2.50598 0.20203
C -2.48592 -0.42792 1.42497
C -1.34949 -1.00929 2.26751
C -1.76594 -1.82373 3.32533
C -0.88927 -2.36109 4.25370
C 0.45473 -2.05467 4.13656
C 0.88019 -1.25925 3.08090
C 0.02697 -0.73054 2.10263
H -2.39998 -1.00850 -1.89978
H -0.94993 -0.81551 -0.88303
H -2.09853 0.50939 -1.03614
H -3.24349 -2.89968 -0.73513
H -3.49014 -2.83227 1.01781
H -1.85173 -2.96514 0.37173
H -3.38787 -0.48845 2.04271
H -2.28955 0.62206 1.22830
H -2.82818 -2.02328 3.43277
H -1.25593 -2.98225 5.06229
H 1.17517 -2.42234 4.85892
H 1.94233 -1.03169 3.05308
C 3.91319 -0.88523 -1.38693
Te 2.87563 -1.09813 0.45299
C 4.13875 0.35927 1.37216
H 4.95395 -1.14066 -1.19400
H 3.82194 0.13980 -1.73820
H 3.48850 -1.57806 -2.10783
H 5.15125 -0.03126 1.45963
H 3.73460 0.58311 2.35731
H 4.11266 1.26228 0.76613
*
```

The LUMO energy is 2.233 eV. For the molar mass, the calculation gives 582.512 u. The energy above the lowest of the compared OMol25 structures with the same formula, charge and spin comes out at 0.000 eV.